(1)
Formula: C39H41BrClN5O5PSSr
Source: the Open Molecules 2025 dataset
Level of theory: the ωB97M-V functional and the def2-TZVPD basis

Geometry as ORCA input:
```
! wB97M-V def2-TZVPD RIJCOSX def2/J DEFGRID3
* xyz 1 1
Sr -0.040 0.934 0.168
C 2.533 -1.674 0.884
O 1.149 -1.353 0.993
C 0.317 -2.493 1.185
C -0.440 -2.769 -0.082
O -1.237 -1.616 -0.342
C -1.937 -1.686 -1.585
C -1.152 -1.008 -2.674
O -0.931 0.325 -2.244
C -0.385 1.181 -3.259
H 2.878 -2.157 1.801
H 3.067 -0.740 0.737
H 2.713 -2.339 0.034
H -0.382 -2.263 1.991
H 0.908 -3.361 1.484
H -1.083 -3.648 0.034
H 0.252 -2.947 -0.914
H -2.881 -1.160 -1.447
H -2.154 -2.724 -1.849
H -1.737 -1.014 -3.600
H -0.192 -1.502 -2.865
H -1.064 1.236 -4.112
H 0.591 0.814 -3.589
H -0.273 2.173 -2.823
Cl 1.799 1.062 2.936
C 1.356 -0.289 3.938
C 2.366 -1.025 4.533
C 2.035 -2.112 5.328
C 0.703 -2.446 5.523
C -0.298 -1.692 4.925
C 0.009 -0.594 4.124
P -1.268 0.351 3.201
C -1.458 1.894 4.165
C -2.534 2.717 3.822
C -2.730 3.920 4.481
C -1.848 4.320 5.478
C -0.775 3.509 5.816
C -0.583 2.296 5.166
C -2.809 -0.548 3.554
C -3.492 -0.433 4.763
C -4.664 -1.143 4.972
C -5.163 -1.972 3.975
C -4.494 -2.087 2.766
C -3.323 -1.372 2.554
H 3.398 -0.741 4.373
H 2.819 -2.692 5.796
H 0.439 -3.290 6.145
H -1.334 -1.960 5.082
H -3.219 2.399 3.043
H -3.575 4.545 4.222
H -2.004 5.257 5.996
H -0.090 3.813 6.596
H 0.247 1.666 5.457
H -3.107 0.219 5.538
H -5.191 -1.048 5.912
H -6.081 -2.521 4.141
H -4.891 -2.724 1.986
H -2.804 -1.441 1.603
N 1.244 8.475 3.522
C 1.082 7.414 2.662
C 0.293 6.317 3.027
C 0.086 5.275 2.146
C 0.671 5.317 0.885
C 1.464 6.398 0.507
C 1.665 7.438 1.389
S 0.473 4.002 -0.234
O -0.799 3.346 0.120
O 0.546 4.485 -1.587
N 1.559 2.912 0.115
C 2.464 2.480 -0.803
N 3.260 3.332 -1.474
C 4.109 2.795 -2.330
C 4.224 1.420 -2.541
C 3.380 0.628 -1.803
N 2.490 1.136 -0.945
H 1.036 8.333 4.494
H 1.995 9.116 3.338
H -0.165 6.289 4.009
H -0.529 4.431 2.434
H 1.911 6.414 -0.478
H 2.272 8.286 1.097
H 4.741 3.494 -2.870
H 4.937 1.001 -3.235
H 3.402 -0.453 -1.895
Br -4.347 0.865 -3.122
C -4.012 1.990 -1.638
C -3.940 3.362 -1.806
C -3.745 4.138 -0.679
C -3.614 3.512 0.551
N -3.681 2.193 0.713
C -3.889 1.448 -0.370
H -4.039 3.807 -2.787
H -3.672 5.214 -0.755
H -3.426 4.097 1.444
H -3.972 0.376 -0.217
*
```

Computed properties:
- Energy relative to the best compared isomer or geometry (same formula, charge and spin): 0.603 eV
- Gap between HOMO and LUMO: 8.1 eV
- HOMO level: -9.9 eV

(2)
Formula: C39H41N5O2PSSrTe
Source: the Open Molecules 2025 dataset
Level of theory: the ωB97M-V functional and the def2-TZVPD basis

Geometry as ORCA input:
```
! wB97M-V def2-TZVPD RIJCOSX def2/J DEFGRID3
* xyz 1 1
Sr 0.710 -0.306 -0.735
O 2.353 2.486 6.919
C 2.503 2.821 5.615
O 3.161 3.767 5.301
C 1.757 1.975 4.620
C 1.466 0.634 4.839
C 0.794 -0.106 3.876
C 0.414 0.512 2.696
C 0.737 1.840 2.453
C 1.406 2.573 3.415
N -0.261 -0.198 1.644
C -1.162 -1.036 1.944
C -1.885 -1.820 0.896
C -2.969 -2.589 1.268
C -3.664 -3.282 0.283
C -3.244 -3.170 -1.026
C -2.136 -2.377 -1.304
N -1.457 -1.718 -0.372
H 1.689 1.790 7.002
H 1.795 0.135 5.743
H 0.612 -1.160 4.034
H 0.464 2.302 1.511
H 1.682 3.603 3.236
H -1.481 -1.197 2.976
H -3.272 -2.636 2.305
H -4.520 -3.890 0.540
H -3.752 -3.681 -1.831
H -1.788 -2.268 -2.326
N 1.239 2.055 -1.842
C 0.562 3.150 -1.188
C 1.313 4.230 -0.742
C 0.683 5.318 -0.163
C -0.699 5.354 -0.047
C -1.446 4.266 -0.464
C -0.835 3.135 -1.006
P -1.696 1.564 -1.313
C -2.562 1.664 -2.908
C -3.637 2.522 -3.146
C -4.220 2.582 -4.400
C -3.736 1.788 -5.435
C -2.669 0.933 -5.215
C -2.089 0.875 -3.953
C -3.043 1.452 -0.083
C -2.838 1.847 1.240
C -3.786 1.574 2.216
C -4.952 0.895 1.886
C -5.160 0.488 0.576
C -4.213 0.763 -0.401
H 2.244 2.132 -1.693
H 1.083 2.135 -2.845
H 2.389 4.221 -0.861
H 1.277 6.155 0.181
H -1.189 6.218 0.378
H -2.521 4.273 -0.333
H -4.022 3.145 -2.347
H -5.051 3.251 -4.576
H -4.193 1.839 -6.414
H -2.287 0.315 -6.016
H -1.254 0.199 -3.786
H -1.930 2.365 1.522
H -3.614 1.897 3.234
H -5.697 0.693 2.644
H -6.067 -0.038 0.307
H -4.394 0.439 -1.419
Te 3.441 0.236 0.609
C 4.737 -0.165 -1.004
C 6.081 0.039 -1.101
C 6.621 -0.329 -2.374
C 5.684 -0.795 -3.238
S 4.139 -0.793 -2.487
H 6.673 0.437 -0.291
H 7.668 -0.244 -2.627
H 5.821 -1.135 -4.251
C 3.442 -4.715 -0.399
C 2.122 -4.265 0.227
C 1.006 -5.251 -0.086
C 2.282 -4.109 1.735
N 1.727 -2.916 -0.249
N 1.544 -2.764 -1.663
H 3.764 -5.659 0.042
H 4.226 -3.974 -0.228
H 3.357 -4.883 -1.474
H 1.233 -6.220 0.358
H 0.884 -5.420 -1.158
H 0.055 -4.902 0.325
H 2.578 -5.056 2.186
H 1.340 -3.788 2.184
H 3.045 -3.365 1.971
H 2.465 -2.255 0.014
H 0.764 -3.356 -1.929
H 2.362 -3.056 -2.197
*
```

Computed properties:
- Energy relative to the best compared isomer or geometry (same formula, charge and spin): 0.000 eV
- Gap between HOMO and LUMO: 5.5 eV
- HOMO level: -9.0 eV